[1]
{
  "formula": "C25H21BrF4N3O2PPd",
  "method": "ωB97M-V/def2-TZVPD",
  "orbital_gap_ev": [4.7, 5.1],
  "e_tot_ev": -128510.14922,
  "e_lumo_ev": [-2.22, -1.89],
  "spin_multiplicity": 1,
  "total_charge": 0,
  "symbols": ["Pd", "F", "C", "C", "F", "C", "F", "C", "P", "C", "C", "C", "C", "C", "C", "C", "C", "C", "C", "C", "C", "C", "Br", "C", "F", "H", "H", "H", "H", "H", "H", "H", "H", "H", "H", "N", "N", "C", "O", "O", "H", "H", "H", "C", "C", "C", "C", "C", "C", "N", "H", "H", "H", "H", "H", "H", "H", "H"],
  "xyz": [[-1.214, -0.954, 0.148], [-2.753, 5.850, -0.520], [-2.056, 4.715, -0.557], [-0.709, 4.717, -0.222], [-0.102, 5.852, 0.126], [0.007, 3.526, -0.261], [1.318, 3.579, 0.002], [-0.584, 2.312, -0.590], [0.342, 0.727, -0.427], [1.377, 0.867, -1.933], [2.590, 1.544, -1.967], [3.300, 1.615, -3.153], [2.808, 1.019, -4.304], [1.606, 0.332, -4.267], [0.892, 0.254, -3.085], [1.462, 0.922, 0.987], [2.579, 0.086, 1.029], [3.368, 0.035, 2.163], [3.046, 0.805, 3.270], [1.931, 1.624, 3.236], [1.137, 1.683, 2.106], [-1.932, 2.335, -0.946], [-2.848, 0.772, -1.488], [-2.658, 3.518, -0.939], [-3.940, 3.514, -1.301], [2.977, 2.008, -1.072], [4.240, 2.146, -3.172], [3.364, 1.092, -5.227], [1.224, -0.147, -5.156], [-0.041, -0.298, -3.043], [2.829, -0.524, 0.169], [4.226, -0.618, 2.192], [3.655, 0.754, 4.160], [1.660, 2.219, 4.093], [0.261, 2.311, 2.104], [-1.595, -1.574, 2.536], [-2.171, -0.456, 3.174], [-1.950, 0.840, 2.634], [-2.092, 1.789, 3.381], [-1.664, 0.882, 1.402], [-2.202, -2.388, 2.632], [-0.656, -1.794, 2.892], [-2.212, -0.468, 4.190], [1.211, -3.253, -0.125], [-0.167, -3.805, -0.226], [-0.612, -5.137, -0.219], [-1.995, -5.091, -0.360], [-2.344, -3.738, -0.445], [-3.673, -3.086, -0.576], [-1.220, -2.979, -0.376], [1.947, -4.051, -0.087], [1.306, -2.627, 0.771], [1.411, -2.618, -0.994], [0.005, -6.011, -0.132], [-2.669, -5.924, -0.389], [-4.473, -3.821, -0.603], [-3.704, -2.488, -1.493], [-3.842, -2.398, 0.263]],
  "atomic_forces_ev_per_a": [[-1.0, 0.3, 2.8], [0.1, -0.3, -0.1], [0.1, -0.1, 0.1], [-0.1, -0.1, 0.0], [-0.1, -0.2, -0.1], [-0.1, -0.1, -0.2], [-0.1, 0.2, 0.0], [-0.2, 0.0, 0.3], [0.5, 0.5, -0.7], [-0.2, -0.6, 0.2], [0.0, 0.0, 0.1], [0.0, 0.1, 0.0], [0.0, 0.0, 0.0], [0.0, 0.0, -0.1], [-0.1, -0.1, 0.2], [-0.1, -0.4, 0.1], [-0.1, 0.1, -0.2], [0.1, 0.0, 0.1], [0.0, -0.1, 0.0], [0.0, 0.1, 0.0], [-0.1, 0.0, -0.1], [0.0, 0.2, -0.1], [-0.3, 0.3, -0.3], [0.1, -0.2, 0.0], [0.1, 0.2, 0.1], [0.1, 0.0, 0.0], [0.1, 0.0, 0.0], [0.0, 0.0, -0.1], [0.0, 0.0, -0.1], [0.0, 0.0, 0.0], [0.0, 0.0, 0.0], [0.1, 0.0, 0.0], [0.1, 0.0, 0.1], [0.0, 0.1, 0.1], [-0.1, 0.0, 0.1], [0.1, -0.1, -0.3], [0.0, 0.1, 0.1], [-0.4, -1.2, 1.5], [0.0, 0.3, -0.1], [0.8, -0.8, -2.4], [0.2, 0.2, -0.1], [-0.5, 0.0, -0.1], [0.2, 0.0, -0.3], [-0.1, 0.1, 0.0], [0.7, -1.3, 0.0], [1.1, 1.2, 0.0], [-0.9, 1.2, 0.0], [-0.7, -0.8, -0.1], [0.1, 0.2, 0.0], [0.7, 1.2, -0.1], [0.1, 0.0, 0.0], [0.2, 0.0, 0.0], [0.2, 0.0, 0.0], [0.2, -0.1, 0.0], [-0.2, -0.1, 0.0], [0.0, 0.0, 0.0], [-0.2, 0.0, 0.0], [-0.2, -0.1, -0.1]],
  "lowdin_charge": [0.752, 0.140, -0.116, -0.119, 0.135, -0.202, 0.099, -0.287, 1.047, -0.338, -0.084, -0.069, -0.074, -0.073, -0.094, -0.350, -0.106, -0.074, -0.072, -0.054, -0.082, -0.561, 0.879, -0.243, 0.084, 0.104, 0.107, 0.106, 0.107, 0.092, 0.105, 0.107, 0.105, 0.113, 0.101, 0.002, -0.015, -0.736, 0.050, -0.188, 0.101, 0.105, 0.136, -0.070, -0.411, -0.081, -0.083, -0.405, -0.070, -0.073, 0.076, 0.047, 0.062, 0.087, 0.089, 0.076, 0.058, 0.056]
}

=====

[2]
{
  "formula": "C3H6F2O",
  "method": "ωB97M-V/def2-TZVPD",
  "orbital_gap_ev": 11.8,
  "e_tot_ev": -10690.35735,
  "e_lumo_ev": 0.74,
  "spin_multiplicity": 1,
  "total_charge": 0,
  "smiles": "C[C@@H](O)C(F)F",
  "symbols": ["C", "C", "C", "H", "H", "H", "H", "H", "H", "O", "F", "F"],
  "xyz": [[0.653, 1.060, 0.658], [0.300, -0.051, -0.404], [-1.099, -0.472, -0.252], [0.251, 2.052, 0.370], [1.715, 1.086, 0.661], [0.346, 0.717, 1.617], [0.417, 0.258, -1.404], [0.984, -1.755, -0.764], [-1.443, -1.257, -0.966], [1.173, -1.073, -0.143], [-1.336, -1.134, 0.981], [-1.962, 0.568, -0.355]],
  "atomic_forces_ev_per_a": [[-0.7, -0.1, -2.2], [0.3, 2.1, 2.4], [-2.4, -2.5, 0.5], [0.1, -0.6, 0.4], [1.0, 0.3, 0.0], [-0.5, 0.0, 0.8], [0.1, 1.0, -1.4], [0.1, -1.2, -0.6], [0.4, 0.6, 0.1], [1.0, -0.8, 0.7], [0.4, 1.2, -0.9], [0.2, 0.1, 0.2]],
  "lowdin_charge": [0.008, -0.401, -0.338, 0.095, 0.067, 0.073, 0.137, 0.090, 0.167, 0.017, 0.014, 0.071]
}